Record 1
DFT (the ωB97M-V functional and the def2-TZVPD basis) results for C45H28Br2CdF2N6O3S as an isolated structure.

Geometry as XYZ:
```
88
Properties=species:S:1:pos:R:3:forces:R:3
Cd 0.9165 -0.6272 0.5737 -0.127 -0.190 -0.341
Br -0.3908 -0.3605 -5.9940 0.033 -0.050 -0.005
Br -4.5522 1.2640 6.8030 -0.001 0.003 0.009
S 1.7002 1.4711 3.3862 -0.604 0.244 -0.647
F 4.7669 1.3632 -3.1061 -0.013 0.008 0.044
F 2.4197 4.4639 -0.4944 -0.013 0.034 -0.008
O 0.9802 2.4425 0.7238 0.035 -0.060 0.107
O 1.1629 -1.6619 2.4607 0.091 0.263 0.182
O 2.9618 -2.9719 2.3284 0.049 -0.062 0.028
N -1.0751 0.3498 0.9270 -0.170 0.368 0.236
N -4.1544 3.0098 -2.5852 -0.160 0.023 0.038
N -1.8721 -1.9131 1.5072 0.227 -0.083 0.019
N -0.1470 -2.0247 -0.8252 -0.118 0.040 -0.048
N 2.9337 -1.7644 -1.2114 0.019 -0.067 0.030
N -4.0738 3.3951 -1.4141 0.164 0.196 0.007
C -2.8676 3.1426 -0.6610 -0.168 -0.164 -0.086
C 3.1384 0.5405 -1.5846 -0.082 0.027 0.047
C 2.0577 -3.3683 -3.1162 -0.076 -0.077 -0.002
C -0.9390 1.6071 -4.0194 0.026 0.015 0.002
C -0.7078 3.8879 -0.0664 -0.075 0.115 0.036
C 3.1828 -0.8693 -2.0805 -0.008 0.054 -0.034
C -3.5363 0.7629 -0.3409 -0.024 -0.024 -0.059
C -2.2088 -0.5111 1.3075 -0.198 0.105 -0.178
C 3.1632 -1.1754 -3.5337 0.021 -0.032 0.017
C 3.1407 -1.0555 3.7002 -0.049 -0.072 0.017
C -3.3118 -0.3912 0.2787 0.049 -0.212 0.083
C 2.1302 -2.8596 -1.6495 0.063 0.005 0.070
C -3.1337 2.2441 -3.2715 -0.084 -0.059 0.033
C 1.9421 2.1378 -0.2792 0.043 -0.027 -0.020
C -3.6863 1.3202 -4.1523 0.068 -0.022 -0.049
C -2.5705 1.1888 4.7461 -0.006 0.002 0.017
C -1.9158 -2.9142 0.4840 -0.053 -0.015 0.056
C -2.0516 0.8033 3.5121 0.075 -0.021 0.055
C 0.7178 -2.2253 -1.9059 -0.065 0.095 -0.115
C 4.7276 0.2308 5.6276 0.020 -0.050 0.027
C 2.6971 -2.3397 -4.0009 0.045 0.044 -0.018
C 4.9507 -1.1125 5.3471 -0.013 0.051 0.002
C 3.7437 0.9107 4.9433 -0.010 -0.008 -0.046
C -4.5403 -0.1361 4.3163 0.012 -0.004 0.006
C -3.8122 0.7256 5.1237 0.007 0.007 -0.003
C 4.1665 -1.7181 4.3881 -0.028 -0.014 -0.041
C -1.0545 -2.9798 -0.5684 0.026 -0.108 0.037
C 2.1674 0.8200 -0.5921 0.138 0.092 -0.090
C -2.8833 0.5191 -4.9461 0.020 0.028 0.017
C 3.6120 2.9228 -1.8036 -0.001 0.032 -0.021
C 3.8213 1.5991 -2.1515 0.032 -0.014 -0.043
C -0.3891 2.6116 0.3197 0.003 -0.142 0.141
C 2.3747 -1.9735 2.7389 -0.016 -0.008 -0.129
C -2.6328 1.8799 -0.1436 0.168 0.122 -0.055
C 2.6488 3.1830 -0.8518 0.037 -0.064 0.023
C 0.4890 -3.2304 -3.0452 0.096 0.033 -0.009
C -1.9761 4.1983 -0.5500 0.113 0.004 0.112
C -2.7593 -0.0431 2.6756 -0.064 0.023 -0.031
C 2.9162 0.3054 3.9723 0.274 0.245 -0.002
C -0.3489 -4.3604 -2.5300 -0.044 0.023 0.064
C -1.5109 0.6820 -4.8740 -0.016 -0.011 -0.009
C -1.1047 -4.1841 -1.4391 0.033 -0.023 0.000
C -1.7486 2.3924 -3.2122 -0.003 -0.049 -0.010
C -3.9980 -0.5204 3.1038 -0.001 0.015 -0.009
C -1.3511 1.5474 0.4363 0.237 -0.034 -0.123
H -2.6025 -3.7396 0.6488 -0.018 0.007 0.002
H 2.7820 -2.5522 -5.0637 -0.015 -0.011 -0.004
H 0.9259 -1.2560 -2.3710 0.034 -0.005 0.018
H -5.5058 -0.5033 4.6382 0.001 -0.002 0.000
H 4.1797 3.7193 -2.2618 -0.001 0.016 0.009
H -2.2339 5.1905 -0.8911 -0.008 0.003 -0.033
H -1.0595 1.1337 3.2354 0.013 0.008 -0.056
H -3.9180 -1.2676 0.0869 0.011 -0.006 -0.009
H 3.5790 1.9607 5.1479 0.001 -0.002 -0.016
H 0.0418 -2.8057 -3.9501 -0.032 -0.012 -0.046
H -4.7646 1.2442 -4.2057 -0.006 -0.004 0.017
H 0.1369 1.7110 -3.9668 -0.008 -0.008 0.006
H -1.9951 1.8346 5.3957 -0.016 0.002 0.009
H 5.7216 -1.6738 5.8623 0.010 0.005 0.000
H 3.5897 -0.4464 -4.2115 -0.023 0.006 -0.010
H 2.4327 -4.3732 -3.3354 0.017 0.007 -0.005
H 5.3216 0.7538 6.3695 0.008 -0.011 0.004
H -4.5385 -1.2177 2.4757 -0.014 0.014 -0.001
H -3.3148 -0.2073 -5.6202 0.001 -0.011 0.007
H 4.3181 -2.7545 4.1190 0.002 -0.008 0.017
H -0.4191 -5.2883 -3.0929 0.018 0.009 -0.023
H -1.7838 -4.9692 -1.1222 0.009 -0.005 0.013
H -1.0537 -1.9972 2.1077 -0.042 0.015 -0.046
H 0.0614 4.6451 0.0073 0.000 0.002 -0.028
H 1.3109 1.9020 1.7518 0.214 -0.538 0.829
H 2.1081 -3.6460 -0.8981 -0.057 -0.026 -0.030
H -1.2818 3.1085 -2.5546 -0.039 0.010 0.053
H -4.3641 0.8638 -1.0321 0.002 -0.006 -0.009
```
Forces are in eV/Å.

## Properties
Multiplicity   1
Net charge   -2
Maximum force   1.011 eV Å⁻¹
HOMO-LUMO gap   5.296 eV
Energy relative to the best compared isomer or geometry (same formula, charge and spin)   385.8 kJ/mol
E_LUMO   3.7 eV
HOMO energy   -0.05908 hartree

In the Löwdin picture, each atom carries the following charge in e: atom 1 (Cd): 1.3913, atom 2 (Br): 0.7215, atom 3 (Br): 0.6428, atom 4 (S): 0.6555, atom 5 (F): 0.0358, atom 6 (F): 0.0679, atom 7 (O): -0.1141, atom 8 (O): -0.1961, atom 9 (O): -0.0077, atom 10 (N): 0.0197, atom 11 (N): 0.0578, atom 12 (N): 0.0199, atom 13 (N): -0.0265, atom 14 (N): 0.1192, atom 15 (N): 0.0778, atom 16 (C): -0.2747, atom 17 (C): -0.1282, atom 18 (C): -0.1813, atom 19 (C): -0.1040, atom 20 (C): -0.0343, atom 21 (C): -0.2747, atom 22 (C): -0.0304, atom 23 (C): -0.4526, atom 24 (C): -0.0175, atom 25 (C): -0.1336, atom 26 (C): -0.0071, atom 27 (C): -0.2167, atom 28 (C): -0.2407, atom 29 (C): -0.2333, atom 30 (C): -0.0381, atom 31 (C): -0.1193, atom 32 (C): -0.1454, atom 33 (C): -0.0078, atom 34 (C): -0.3336, atom 35 (C): -0.1272, atom 36 (C): -0.0563, atom 37 (C): -0.1184, atom 38 (C): -0.1805, atom 39 (C): -0.1423, atom 40 (C): -0.6980, atom 41 (C): -0.0540, atom 42 (C): -0.3490, atom 43 (C): -0.0290, atom 44 (C): -0.1294, atom 45 (C): 0.0524, atom 46 (C): -0.2279, atom 47 (C): -0.1391, atom 48 (C): -0.6598, atom 49 (C): -0.1048, atom 50 (C): -0.2065, atom 51 (C): -0.1977, atom 52 (C): -0.0905, atom 53 (C): -0.1209, atom 54 (C): -0.5588, atom 55 (C): -0.0648, atom 56 (C): -0.6823, atom 57 (C): -0.0357, atom 58 (C): 0.0041, atom 59 (C): -0.0286, atom 60 (C): -0.1974, atom 61 (H): 0.0740, atom 62 (H): 0.0977, atom 63 (H): 0.1259, atom 64 (H): 0.0878, atom 65 (H): 0.1222, atom 66 (H): 0.0972, atom 67 (H): 0.0555, atom 68 (H): 0.1054, atom 69 (H): 0.0654, atom 70 (H): 0.1097, atom 71 (H): 0.1077, atom 72 (H): 0.1040, atom 73 (H): 0.0986, atom 74 (H): 0.0834, atom 75 (H): 0.0953, atom 76 (H): 0.1274, atom 77 (H): 0.0855, atom 78 (H): 0.1124, atom 79 (H): 0.0947, atom 80 (H): 0.1029, atom 81 (H): 0.0882, atom 82 (H): 0.0922, atom 83 (H): 0.0889, atom 84 (H): 0.1124, atom 85 (H): -0.0285, atom 86 (H): 0.1492, atom 87 (H): 0.0980, atom 88 (H): 0.0974

Record 2
DFT (the ωB97M-V functional and the def2-TZVPD basis) results for C45H34BrFeN8O6PS2 as an isolated structure.

Geometry as XYZ:
```
98
Properties=species:S:1:pos:R:3:forces:R:3
Br 4.0198 -1.6601 -4.9557 -0.079 0.237 -0.140
Fe -0.1996 0.4030 -0.5474 0.628 -0.013 0.167
S 1.5509 1.9431 0.4605 -0.796 0.349 -0.209
S 3.9397 2.4531 2.7536 0.263 -0.211 -0.663
P 2.7960 1.1792 1.7764 0.187 -1.673 0.241
O -1.7205 2.0921 -2.2789 -0.670 0.278 0.115
O 2.6722 -1.6227 -2.2762 0.458 -0.335 -0.184
O 3.4910 -0.0268 0.8997 0.367 0.475 1.231
O 1.9692 0.2442 2.8789 0.615 0.491 0.411
O 0.9332 -0.2956 -1.9473 0.097 0.033 -0.685
O -0.9713 2.1257 -1.0927 0.941 0.211 0.480
N -2.9869 1.7143 -1.9274 -0.121 -0.359 -0.853
N -3.4640 3.2177 -0.0481 -0.711 -0.112 -2.198
N -2.9301 0.0783 -3.7457 -0.344 0.515 1.653
N -0.9656 -0.9378 0.8306 -1.265 -0.975 1.343
N -2.4429 1.5429 1.1881 -1.118 0.703 -0.725
N -1.2689 0.3827 2.8371 -0.420 0.661 -0.397
N -2.2116 -1.2644 -1.8667 -2.648 3.955 -1.197
N -1.2255 -2.8923 -0.5504 -0.810 0.390 -1.073
C -0.4170 5.4264 2.6027 1.535 0.517 1.285
C -6.2817 1.7399 -0.4441 -1.423 0.515 0.729
C -1.6253 -2.3562 4.1540 -0.721 -3.466 -0.820
C -1.7812 3.7586 1.6832 -0.099 -0.596 0.542
C 5.6607 -0.4921 0.1371 0.780 -0.029 0.153
C 2.2700 1.7652 -3.2733 0.108 -1.013 -0.077
C 0.2907 4.5244 3.4137 -0.960 -1.581 -0.681
C -2.2356 -0.8625 -3.2255 1.058 -2.111 -0.068
C -0.9615 -1.9155 -5.2468 1.306 -0.755 -1.556
C 2.0538 -0.6128 -2.5269 -0.589 0.394 0.387
C 3.7511 1.0858 -5.5509 -0.154 0.783 0.730
C -1.2797 -2.2728 0.6010 1.460 1.118 -2.025
C -3.5754 0.7848 -2.7212 -1.545 0.582 0.430
C 2.3309 0.3682 4.2801 0.494 0.638 -0.237
C 4.3788 -2.2268 1.4793 -1.777 0.890 -0.157
C 2.7572 2.7536 -4.1044 -0.231 1.291 0.413
C 4.7099 -0.7461 1.2850 -0.296 0.149 -0.132
C -1.6413 -4.3557 2.0478 -0.705 0.906 1.360
C -0.0205 -2.9336 -5.5606 -0.144 0.260 -2.023
C -2.6610 2.9072 0.8718 0.863 -1.563 0.061
C -1.4899 -2.0273 2.8280 0.451 -0.299 1.015
C 3.4032 0.1246 -4.6287 -0.788 -0.603 0.311
C -1.8622 -3.7514 4.4365 0.681 0.501 -1.328
C 1.1101 0.1676 5.1433 -0.343 0.203 -0.910
C -0.8065 -2.6749 -3.0118 -0.197 -1.428 1.605
C 2.5603 0.4217 -3.5546 0.098 -0.214 0.789
C -7.3949 1.0137 -0.8996 0.877 0.880 0.476
C -1.4565 -2.2528 -1.7702 3.127 -2.986 3.665
C 3.4265 2.4203 -5.2736 0.276 -0.400 -0.106
C -1.4947 -2.9898 1.8475 0.026 -0.749 -0.269
C -7.2349 0.2103 -2.0127 -1.260 -0.587 0.150
C -1.8643 -4.7291 3.3903 -0.045 1.487 0.581
C -1.3252 -1.8539 -3.9474 -1.413 2.642 -1.017
C -6.0450 0.0426 -2.6835 -0.148 -0.107 -0.234
C 3.5144 -0.5506 4.7069 -0.970 0.586 0.070
C 0.4792 -3.8040 -4.6234 -0.064 0.227 0.947
C -5.1217 1.6841 -1.1649 1.744 -1.352 -1.251
C -0.0514 3.1539 3.3079 -0.606 1.653 -0.121
C -3.8226 2.2350 -0.9595 0.272 1.402 1.043
C -4.9613 0.7715 -2.2611 0.381 0.267 -0.172
C -1.3760 5.0555 1.6626 -0.034 1.198 -0.172
C -1.2258 -0.7306 2.1964 0.405 0.068 -1.551
C -1.1381 2.8601 2.5261 0.877 -0.285 0.239
C -1.5987 1.5266 2.1514 0.709 -1.168 1.085
C 0.0602 -3.6911 -3.2683 1.407 -1.506 -0.633
H 0.4535 -4.4271 -2.5157 -0.563 1.188 -0.632
H 0.4748 2.3765 3.8027 0.439 -0.299 0.282
H 2.6249 1.4282 4.4416 0.141 -0.749 -0.149
H 5.4380 0.5040 -0.1714 -0.130 0.705 -0.641
H -6.3239 2.3823 0.4384 -0.095 -0.188 -0.255
H -5.9784 -0.6093 -3.5291 0.065 -0.365 -0.300
H 4.3505 -0.4957 4.0098 -0.042 0.325 0.207
H 3.7475 3.1913 -5.9591 0.042 0.083 -0.030
H 5.1899 -0.2963 2.1797 -0.632 -0.091 -0.330
H 1.2486 -4.4940 -4.9549 -0.212 -0.168 0.324
H 1.6987 1.9342 -2.3620 0.119 0.340 -0.303
H -0.1182 6.4613 2.7735 -0.262 -0.032 -0.621
H -1.2576 -1.2219 -6.0341 -0.231 -0.148 0.415
H 3.9208 -2.4400 2.4643 0.271 0.137 -0.457
H 5.6292 -1.1718 -0.7196 -0.343 0.006 0.242
H 5.2671 -2.7975 1.3453 0.663 -0.655 -0.086
H 0.7826 -0.8702 5.0395 -0.258 0.079 0.294
H 0.3217 -3.0925 -6.6360 -0.486 0.519 1.531
H 1.4605 0.3925 6.1485 -0.471 -0.098 0.293
H 3.1821 -1.6083 4.7027 0.135 0.492 0.448
H -2.0998 -5.7345 3.6925 0.166 -0.348 -0.189
H 4.3305 0.7847 -6.3937 0.258 0.087 -0.549
H -1.7253 5.7973 0.9377 -0.152 -0.347 0.366
H 2.6247 3.8177 -3.7871 0.024 -0.991 -0.586
H 0.2975 0.8657 4.7940 0.740 -1.002 0.737
H -1.9568 -4.1111 5.4634 -0.108 0.270 -0.293
H 6.6833 -0.4215 0.5061 0.226 -0.382 0.028
H 3.6156 -2.4659 0.6925 0.781 -0.057 0.571
H 1.1164 4.7360 4.0832 -0.133 0.669 -0.225
H 3.8093 -0.1468 5.7137 -0.011 -0.881 -0.800
H -8.1421 -0.3274 -2.2655 0.262 -0.208 -0.550
H -1.6897 -5.0131 1.2008 0.140 -0.321 -0.090
H -8.3886 1.0871 -0.4449 0.594 0.009 0.053
H -1.5792 -1.6622 4.9153 0.064 1.440 1.452
```
Forces are in eV/Å.

## Properties
Multiplicity   6
Net charge   -1
Maximum force   5.668 eV Å⁻¹
HOMO-LUMO gap (alpha / beta)   6.135 / 5.615 eV
Energy relative to the best compared isomer or geometry (same formula, charge and spin)   187.9 kJ/mol
E_LUMO (alpha / beta)   1.1 / 0.3 eV
HOMO energy (alpha / beta)   -0.18409 / -0.19531 hartree

In the Löwdin picture, each atom carries the following charge in e: atom 1 (Br): 0.7422, atom 2 (Fe): 0.6578, atom 3 (S): 0.4226, atom 4 (S): 0.2247, atom 5 (P): -0.0980, atom 6 (O): -0.0692, atom 7 (O): 0.0057, atom 8 (O): -0.3532, atom 9 (O): -0.3256, atom 10 (O): -0.1668, atom 11 (O): -0.3439, atom 12 (N): 0.0334, atom 13 (N): 0.2303, atom 14 (N): 0.2304, atom 15 (N): 0.0917, atom 16 (N): 0.1883, atom 17 (N): 0.2241, atom 18 (N): 0.1885, atom 19 (N): 0.2117, atom 20 (C): -0.0710, atom 21 (C): -0.0049, atom 22 (C): 0.0099, atom 23 (C): -0.1021, atom 24 (C): -0.0502, atom 25 (C): -0.0172, atom 26 (C): -0.0306, atom 27 (C): -0.2050, atom 28 (C): 0.0011, atom 29 (C): -0.5870, atom 30 (C): -0.1479, atom 31 (C): -0.2621, atom 32 (C): -0.1317, atom 33 (C): -0.5474, atom 34 (C): -0.0358, atom 35 (C): -0.0835, atom 36 (C): -0.4604, atom 37 (C): 0.0093, atom 38 (C): -0.0834, atom 39 (C): -0.2588, atom 40 (C): -0.1087, atom 41 (C): -0.5914, atom 42 (C): -0.0431, atom 43 (C): -0.0667, atom 44 (C): -0.1523, atom 45 (C): -0.1305, atom 46 (C): -0.0726, atom 47 (C): -0.3100, atom 48 (C): -0.0924, atom 49 (C): -0.1165, atom 50 (C): -0.0989, atom 51 (C): -0.0667, atom 52 (C): -0.1234, atom 53 (C): -0.0131, atom 54 (C): -0.0491, atom 55 (C): -0.0776, atom 56 (C): -0.1015, atom 57 (C): -0.0125, atom 58 (C): -0.1195, atom 59 (C): -0.0821, atom 60 (C): -0.0067, atom 61 (C): -0.2557, atom 62 (C): -0.1349, atom 63 (C): -0.3080, atom 64 (C): 0.0213, atom 65 (H): 0.1396, atom 66 (H): 0.0683, atom 67 (H): 0.0368, atom 68 (H): 0.0718, atom 69 (H): 0.1212, atom 70 (H): 0.1130, atom 71 (H): 0.0375, atom 72 (H): 0.0931, atom 73 (H): 0.1045, atom 74 (H): 0.1021, atom 75 (H): 0.0692, atom 76 (H): 0.0999, atom 77 (H): 0.1186, atom 78 (H): 0.0656, atom 79 (H): 0.0884, atom 80 (H): 0.0604, atom 81 (H): 0.0690, atom 82 (H): 0.1228, atom 83 (H): 0.0794, atom 84 (H): 0.0802, atom 85 (H): 0.0864, atom 86 (H): 0.0778, atom 87 (H): 0.1232, atom 88 (H): 0.1188, atom 89 (H): 0.0636, atom 90 (H): 0.0930, atom 91 (H): 0.0744, atom 92 (H): 0.1035, atom 93 (H): 0.1054, atom 94 (H): 0.0939, atom 95 (H): 0.1016, atom 96 (H): 0.1063, atom 97 (H): 0.1069, atom 98 (H): 0.0804